DFT (ωB97M-V with the def2-TZVPD basis set) results for a 11-piece molecular cluster, C49H92Br3N9O5 overall at a distorted geometry.

Last columns: bonded neighbours and bond lengths (Å).
Geometry (Å):
1 C -4.954 -7.382 3.621  C2 1.534, H11 1.086, H12 1.078, H13 1.048
2 C -5.646 -6.017 3.730  C1 1.534, N3 1.537, H14 1.109, H15 1.073
3 N -6.096 -5.304 2.445  C2 1.537, C4 1.500, C5 1.479, C7 1.533
4 C -4.909 -4.884 1.630  N3 1.500, H16 1.121, H17 1.095, H18 1.061
5 C -6.971 -6.225 1.688  N3 1.479, C6 1.527, H19 1.105, H20 1.101
6 C -7.536 -5.552 0.439  C5 1.527, H21 1.102, H22 1.075, H23 1.103
7 C -6.759 -3.980 2.847  N3 1.533, C8 1.541, H24 1.064, H25 1.064
8 C -8.083 -4.183 3.609  C7 1.541, O9 1.384, H26 1.117, H27 1.113
9 O -7.767 -4.591 4.892  C8 1.384, C10 1.478
10 C -8.982 -4.389 5.709  O9 1.478, H28 1.141, H29 1.075, H30 1.100
11 H -4.676 -7.599 4.648  C1 1.086
12 H -4.031 -7.625 3.121  C1 1.078
13 H -5.632 -8.091 3.253  C1 1.048
14 H -5.017 -5.342 4.345  C2 1.109
15 H -6.541 -6.269 4.266  C2 1.073
16 H -4.364 -5.791 1.260  C4 1.121
17 H -4.278 -4.388 2.375  C4 1.095
18 H -5.133 -4.148 0.899  C4 1.061
19 H -7.799 -6.422 2.393  C5 1.105
20 H -6.327 -7.086 1.456  C5 1.101
21 H -7.961 -6.295 -0.254  C6 1.102
22 H -6.746 -5.049 -0.088  C6 1.075
23 H -8.302 -4.789 0.658  C6 1.103
24 H -6.954 -3.427 1.959  C7 1.064
25 H -6.163 -3.440 3.543  C7 1.064
26 H -8.770 -4.891 3.083  C8 1.117
27 H -8.563 -3.180 3.662  C8 1.113
28 H -9.425 -3.348 5.568  C10 1.141
29 H -8.620 -4.537 6.710  C10 1.075
30 H -9.806 -5.034 5.367  C10 1.100
31 C -4.492 2.301 -9.261  C32 1.612, H41 1.087, H42 1.062, H43 1.089
32 C -5.246 2.696 -7.893  C31 1.612, N33 1.507, H44 1.071, H45 1.103
33 N -4.245 3.306 -6.945  C32 1.507, C34 1.486, C35 1.507, C37 1.526
34 C -4.995 3.654 -5.711  N33 1.486, H46 1.100, H47 1.084, H48 1.048
35 C -3.135 2.333 -6.639  N33 1.507, C36 1.513, H49 1.084, H50 1.087
36 C -2.025 2.773 -5.709  C35 1.513, H51 1.087, H52 1.097, H53 1.081
37 C -3.630 4.563 -7.553  N33 1.526, C38 1.544, H54 1.104, H55 1.092
38 C -4.539 5.691 -8.087  C37 1.544, O39 1.384, H56 1.090, H57 1.126
39 O -5.252 6.221 -7.025  C38 1.384, C40 1.430
40 C -5.888 7.423 -7.468  O39 1.430, H58 1.116, H59 1.081, H60 1.110
41 H -5.226 2.070 -10.029  C31 1.087
42 H -3.920 1.410 -9.176  C31 1.062
43 H -3.948 3.092 -9.777  C31 1.089
44 H -5.645 1.868 -7.344  C32 1.071
45 H -6.016 3.479 -7.989  C32 1.103
46 H -4.316 4.221 -5.058  C34 1.100
47 H -5.221 2.717 -5.216  C34 1.084
48 H -5.832 4.255 -5.901  C34 1.048
49 H -2.733 2.016 -7.595  C35 1.084
50 H -3.596 1.442 -6.221  C35 1.087
51 H -1.251 3.466 -6.028  C36 1.087
52 H -1.427 1.887 -5.462  C36 1.097
53 H -2.438 3.254 -4.833  C36 1.081
54 H -3.005 4.144 -8.361  C37 1.104
55 H -2.993 4.920 -6.740  C37 1.092
56 H -5.215 5.352 -8.872  C38 1.090
57 H -3.848 6.444 -8.558  C38 1.126
58 H -5.349 7.874 -8.336  C40 1.116
59 H -5.847 8.166 -6.684  C40 1.081
60 H -6.928 7.244 -7.813  C40 1.110
61 C -3.550 4.988 6.561  C62 1.504, H68 1.108, H69 1.077, H70 1.126
62 C -2.517 5.093 5.473  C61 1.504, O63 1.175, N64 1.460
63 O -2.612 4.557 4.431  C62 1.175
64 N -1.318 5.882 5.742  C62 1.460, H65 1.027, H66 1.117, C67 1.465
65 H -1.263 6.042 6.755  N64 1.027
66 H -0.405 5.294 5.481  N64 1.117
67 C -1.118 7.189 5.109  N64 1.465, H71 1.114, H72 1.089, H73 1.086
68 H -4.384 4.512 6.008  C61 1.108
69 H -3.776 5.967 6.948  C61 1.077
70 H -3.286 4.210 7.331  C61 1.126
71 H -1.136 6.980 4.015  C67 1.114
72 H -0.053 7.395 5.199  C67 1.089
73 H -1.811 7.959 5.434  C67 1.086
74 C -0.210 2.252 -1.143  C75 1.549, H81 1.118, H82 1.120, H83 1.078
75 C -0.943 1.016 -1.721  C74 1.549, O76 1.212, N77 1.377
76 O -0.704 0.685 -2.863  C75 1.212
77 N -1.990 0.465 -1.018  C75 1.377, H79 1.052, C80 1.447
78 H 3.472 -5.783 10.606  no bonds
79 H -2.002 0.755 -0.007  N77 1.052
80 C -2.750 -0.719 -1.359  N77 1.447, H84 1.100, H85 1.055, H86 1.052
81 H 0.127 2.393 -0.086  C74 1.118
82 H -0.879 3.093 -1.456  C74 1.120
83 H 0.696 2.277 -1.726  C74 1.078
84 H -3.810 -0.437 -1.282  C80 1.100
85 H -2.574 -1.491 -0.662  C80 1.055
86 H -2.576 -1.103 -2.323  C80 1.052
87 C 6.881 5.735 1.129  C88 1.487, H94 1.093, H95 1.076, H96 1.097
88 C 5.754 5.761 0.159  C87 1.487, O89 1.198, N90 1.608
89 O 5.576 6.464 -0.795  C88 1.198
90 N 4.662 4.582 0.200  C88 1.608, H91 1.044, H92 1.021, C93 1.516
91 H 4.626 4.349 -0.816  N90 1.044
92 H 4.873 3.702 0.674  N90 1.021
93 C 3.255 4.932 0.641  N90 1.516, H97 1.079, H98 1.122, H99 1.092
94 H 7.282 6.748 1.047  C87 1.093
95 H 7.573 5.002 0.749  C87 1.076
96 H 6.699 5.490 2.182  C87 1.097
97 H 2.635 5.246 -0.184  C93 1.079
98 H 3.272 5.607 1.538  C93 1.122
99 H 2.914 4.027 1.149  C93 1.092
100 C 4.858 -2.234 -0.717  N101 1.528, H114 1.095, H115 1.093, H116 1.094
101 N 5.408 -2.578 -2.101  C100 1.528, C102 1.337, C106 1.325
102 C 6.545 -2.007 -2.512  N101 1.337, C103 1.395, H117 1.103
103 C 7.076 -2.177 -3.791  C102 1.395, C104 1.396, H118 1.048
104 C 6.454 -3.119 -4.611  C103 1.396, C105 1.391, C107 1.506
105 C 5.260 -3.679 -4.169  C104 1.391, C106 1.374, H119 1.091
106 C 4.797 -3.443 -2.897  N101 1.325, C105 1.374, H120 1.083
107 C 6.964 -3.578 -5.952  C104 1.506, C108 1.384, C112 1.415
108 C 7.034 -2.696 -7.016  C107 1.384, C109 1.373, H121 1.059
109 C 7.435 -3.207 -8.225  C108 1.373, N110 1.339, H122 1.045
110 N 7.873 -4.463 -8.381  C109 1.339, C111 1.327, C113 1.522
111 C 7.777 -5.320 -7.373  N110 1.327, C112 1.378, H123 1.071
112 C 7.404 -4.914 -6.111  C107 1.415, C111 1.378, H124 1.074
113 C 8.113 -4.966 -9.797  N110 1.522, H125 1.054, H126 1.085, H127 1.102
114 H 5.649 -1.687 -0.195  C100 1.095
115 H 4.663 -3.237 -0.331  C100 1.093
116 H 4.010 -1.558 -0.865  C100 1.094
117 H 7.069 -1.321 -1.826  C102 1.103
118 H 7.956 -1.681 -4.068  C103 1.048
119 H 4.816 -4.475 -4.768  C105 1.091
120 H 3.859 -3.858 -2.550  C106 1.083
121 H 6.859 -1.651 -7.007  C108 1.059
122 H 7.510 -2.642 -9.102  C109 1.045
123 H 7.937 -6.356 -7.595  C111 1.071
124 H 7.268 -5.670 -5.360  C112 1.074
125 H 8.405 -5.978 -9.824  C113 1.054
126 H 8.893 -4.422 -10.318  C113 1.085
127 H 7.120 -4.855 -10.262  C113 1.102
128 C 8.557 -2.387 8.056  N129 1.444, H142 1.093, H143 1.111, H144 1.046
129 N 7.218 -1.933 7.764  C128 1.444, C130 1.358, C134 1.358
130 C 6.475 -1.306 8.712  N129 1.358, C131 1.363, H145 1.074
131 C 5.297 -0.674 8.448  C130 1.363, C132 1.393, H146 1.091
132 C 4.718 -0.782 7.186  C131 1.393, C133 1.397, C135 1.448
133 C 5.428 -1.535 6.247  C132 1.397, C134 1.394, H147 1.099
134 C 6.644 -2.144 6.551  N129 1.358, C133 1.394, H148 1.119
135 C 3.474 -0.113 6.864  C132 1.448, C136 1.388, C140 1.411
136 C 2.331 -0.272 7.635  C135 1.388, C137 1.390, H149 1.080
137 C 1.102 0.170 7.159  C136 1.390, N138 1.336, H150 1.088
138 N 1.127 0.781 5.971  C137 1.336, C139 1.308, C141 1.535
139 C 2.187 1.033 5.248  N138 1.308, C140 1.334, H151 1.068
140 C 3.385 0.616 5.659  C135 1.411, C139 1.334, H152 1.084
141 C -0.202 1.263 5.373  N138 1.535, H153 1.097, H154 1.084, H155 1.073
142 H 9.186 -2.286 7.168  C128 1.093
143 H 8.499 -3.470 8.300  C128 1.111
144 H 8.985 -1.850 8.844  C128 1.046
145 H 6.985 -1.044 9.620  C130 1.074
146 H 4.755 -0.230 9.284  C131 1.091
147 H 5.013 -1.804 5.266  C133 1.099
148 H 7.222 -2.761 5.817  C134 1.119
149 H 2.308 -0.836 8.556  C136 1.080
150 H 0.162 0.038 7.690  C137 1.088
151 H 1.937 1.528 4.335  C139 1.068
152 H 4.228 0.873 5.028  C140 1.084
153 H -0.167 0.908 4.336  C141 1.097
154 H -0.241 2.346 5.329  C141 1.084
155 H -1.006 0.818 5.925  C141 1.073
156 Br -0.048 -1.081 2.617  no bonds
157 Br 1.438 4.501 4.728  no bonds
158 Br 4.374 1.270 0.338  no bonds

Computed properties:
Total charge: +6
M in g/mol: 1127.05
Kohn-Sham gap in eV: 1.384
Maximum force in eV/Å: 4.26
2S+1: 1